Density functional theory data (ωB97M-V/def2-TZVPD) for 2 unconnected molecules or ions with the total composition C7H19N4O6P2.

Structure (ORCA input):
```
! RIJCOSX wB97M-V def2-TZVPD def2/J DEFGRID3
* xyz 1 1
N 2.580 -0.724 0.612
C 1.238 -1.118 1.026
C 0.435 0.174 1.145
N -1.020 -0.103 1.247
C -1.568 -1.043 2.059
N -2.859 -1.071 1.963
N -3.144 -0.120 1.056
C -4.535 0.172 0.713
P -5.671 -1.297 0.727
O -6.212 -1.520 2.051
O -6.751 -0.888 -0.360
O -4.863 -2.499 0.066
C -2.049 0.481 0.616
P -1.939 1.866 -0.588
O -0.573 2.382 -0.716
H 2.577 -0.489 -0.378
H 3.184 -1.536 0.672
H 1.314 -1.599 2.002
H 0.742 -1.801 0.327
H 0.604 0.826 0.299
H 0.717 0.698 2.056
H -1.019 -1.698 2.714
H -4.561 0.677 -0.252
H -4.938 0.842 1.472
H -6.448 -1.002 -1.270
H -4.010 -2.273 -0.318
H -2.502 1.279 -1.729
H -2.909 2.750 -0.103
C 4.757 1.011 -2.280
C 5.745 1.398 -1.203
O 6.704 0.358 -1.019
O 4.137 -0.229 -1.949
H 3.973 1.762 -2.377
H 5.269 0.918 -3.246
H 5.229 1.491 -0.247
H 6.229 2.351 -1.436
H 7.298 0.349 -1.777
H 4.842 -0.775 -1.575
*
```

Results
electronic energy	-1631.1187	Ha
HOMO	-12.46	eV
LUMO energy	-4.1	eV

Atomic partial charges in e from the natural (NBO) method, atoms 1 to 4: -0.823 -0.234 -0.235 -0.279